[1]
C28H19N8O2S4V | ωB97M-V with the def2-TZVPD basis set

```
! wB97M-V def2-TZVPD RIJCOSX def2/J DEFGRID3
* xyz 0 3
V -0.5242 1.4945 -0.1161
S -0.3185 3.6482 0.3634
C 0.5634 3.9705 -1.1158
C 1.6119 4.8849 -1.1253
C 2.3426 5.1008 -2.2840
C 3.4435 6.0114 -2.2606
N 4.3214 6.7518 -2.2123
C 1.9988 4.4183 -3.4680
C 0.9357 3.5292 -3.4656
C 0.2268 3.2727 -2.2952
S -1.0324 2.0583 -2.2513
C 2.7674 4.6301 -4.6541
N 3.3958 4.8009 -5.6012
H 1.8720 5.4064 -0.2148
H 0.6643 3.0005 -4.3689
N 4.1648 -4.6642 -0.1196
C 3.6878 -3.3845 -0.0046
C 4.3986 -2.4210 0.7229
C 3.9382 -1.1233 0.8135
C 2.7635 -0.7726 0.1675
C 2.0567 -1.7113 -0.5793
C 2.5068 -3.0080 -0.6630
S 2.0230 0.8156 0.3099
O 1.5058 1.1872 -1.0039
O 2.8932 1.7451 0.9610
N 0.6281 0.5746 1.1124
C 0.5748 0.5541 2.4865
S 1.9960 0.3944 3.5153
C 0.9562 0.4030 4.8929
C -0.3289 0.5342 4.5010
N -0.5404 0.6131 3.1497
H 4.8959 -4.9689 0.4961
H 3.5593 -5.3697 -0.4951
H 5.3253 -2.7051 1.2061
H 4.4822 -0.3732 1.3731
H 1.1668 -1.4013 -1.1081
H 1.9569 -3.7331 -1.2507
H 1.3651 0.3263 5.8861
H -1.1823 0.5881 5.1607
C -4.6864 1.7582 0.2090
C -3.3701 2.0888 -0.0089
N -2.3504 1.3053 0.4006
C -2.6516 0.1566 1.0156
C -3.9530 -0.2920 1.2003
C -4.9899 0.5514 0.8274
C -4.2490 -1.6339 1.7355
C -3.8472 -2.8419 1.2973
C -3.0914 -3.2697 0.1009
C -2.9500 -4.6429 -0.1192
C -2.1922 -5.0468 -1.2028
N -1.6712 -4.1881 -2.0709
C -1.9363 -2.9092 -1.8384
N -2.5798 -2.4152 -0.7920
H -5.4681 2.4262 -0.1221
H -3.0962 2.9993 -0.5196
H -1.8268 -0.3932 1.4363
H -6.0170 0.2480 0.9861
H -4.9470 -1.6345 2.5661
H -4.2046 -3.6958 1.8610
H -3.4052 -5.3637 0.5456
H -1.9906 -6.0957 -1.3923
H -1.5879 -2.1892 -2.5765
*
```

## Properties
Orbital gap (alpha / beta) in eV: 7.12 / 7.23
ΔE to the lowest compared entry with this formula, charge and spin in kcal/mol: 30.91
LUMO energy (alpha / beta) in eV: -0.90 / -0.90
Highest occupied orbital energy (alpha / beta) in eV: -8.02 / -8.12

---

[2]
C28H19N8V | ωB97M-V with the def2-TZVPD basis set

```
! wB97M-V def2-TZVPD RIJCOSX def2/J DEFGRID3
* xyz 3 2
V 1.2575 0.1383 -0.8420
C 2.6524 -1.7799 -4.1997
C 1.8513 -1.2910 -5.2385
C 0.9614 -0.2632 -5.0006
C 0.8581 0.2953 -3.7305
N 1.6052 -0.2295 -2.7072
C 2.4992 -1.2381 -2.9560
N 0.0232 1.3822 -3.5785
C -0.1450 2.0246 -2.4951
N 0.4079 1.6550 -1.2194
C 0.1829 2.7172 -0.2817
N 0.7325 2.7963 0.8673
C 1.7562 1.9854 1.2923
C 2.3246 2.2455 2.5397
C 3.4555 1.5719 2.9440
C 4.0472 0.6129 2.1059
C 3.4459 0.3388 0.9147
N 2.2957 0.9822 0.5203
C -0.6755 3.6790 -0.9481
C -1.2018 4.8663 -0.4694
C -1.9405 5.6333 -1.3651
C -2.1255 5.2292 -2.6894
C -1.5821 4.0412 -3.1721
C -0.8627 3.2731 -2.2758
H 3.3749 -2.5671 -4.3620
H 1.9375 -1.7112 -6.2327
H 0.3483 0.1559 -5.7862
H 3.0864 -1.5976 -2.1146
H 1.8736 3.0208 3.1435
H 3.9039 1.8007 3.9029
H 4.9611 0.1058 2.3819
H 3.8630 -0.3896 0.2247
H -1.0443 5.1851 0.5517
H -2.3750 6.5666 -1.0330
H -2.6986 5.8593 -3.3563
H -1.7133 3.7378 -4.2016
N -3.3509 -5.7652 6.6560
C -3.0160 -5.1627 5.7386
C -2.5926 -4.4111 4.5885
C -1.7096 -3.3440 4.7500
C -1.2998 -2.6132 3.6504
C -1.7783 -2.9680 2.3983
C -2.6562 -4.0224 2.2153
C -3.0656 -4.7464 3.3233
N -1.3435 -2.2126 1.2358
C -2.0462 -2.0944 0.0438
C -1.3188 -1.3094 -0.7725
N -0.1488 -0.9432 -0.0955
C -0.2244 -1.5225 1.1276
H -1.3605 -3.0823 5.7390
H -0.6499 -1.7614 3.8012
H -3.0090 -4.3180 1.2371
H -3.7466 -5.5777 3.2058
H -3.0099 -2.5492 -0.1029
H -1.5411 -0.9718 -1.7710
H 0.5264 -1.4567 1.8977
*
```

## Properties
Orbital gap (alpha / beta) in eV: 4.19 / 5.20
LUMO energy (alpha / beta) in eV: -12.35 / -11.36
Highest occupied orbital energy (alpha / beta) in eV: -16.54 / -16.55

---

[3]
C28H20AuBr2NOP | ωB97M-V with the def2-TZVPD basis set

```
! wB97M-V def2-TZVPD RIJCOSX def2/J DEFGRID3
* xyz 1 1
Au -0.1822 0.1363 -0.3155
C 0.5409 -4.5532 -3.6558
C -0.4660 -4.6923 -2.7134
C -1.0947 -3.5686 -2.1964
C -0.7140 -2.3036 -2.6350
C 0.3035 -2.1648 -3.5817
C 0.9266 -3.2901 -4.0902
P -1.4947 -0.8484 -1.9397
C -2.2629 0.1340 -3.2231
C -2.4994 -0.3965 -4.4893
C -3.1534 0.3734 -5.4405
C -3.5690 1.6592 -5.1277
C -3.3351 2.1869 -3.8627
C -2.6805 1.4279 -2.9096
C -2.5854 -1.2662 -0.5930
C -3.8203 -1.8578 -0.3642
C -4.2392 -1.9359 0.9550
C -3.4497 -1.4396 1.9950
C -2.2223 -0.8326 1.7606
C -1.8130 -0.7542 0.4411
H 1.0312 -5.4314 -4.0538
H -0.7626 -5.6756 -2.3752
H -1.8708 -3.6788 -1.4499
H 0.6062 -1.1845 -3.9285
H 1.7140 -3.1849 -4.8242
H -2.1762 -1.4003 -4.7338
H -3.3395 -0.0336 -6.4250
H -4.0787 2.2559 -5.8722
H -3.6622 3.1895 -3.6228
H -2.4933 1.8370 -1.9226
H -4.4345 -2.2381 -1.1702
H -5.1942 -2.3878 1.1870
H -3.8085 -1.5262 3.0123
H -1.6164 -0.4423 2.5671
C 0.9631 1.6680 -3.2457
C 1.9950 1.5339 -2.1729
C 3.3156 1.9562 -2.4123
C 4.2473 1.9138 -1.4162
C 3.8805 1.4834 -0.1261
C 4.7460 1.4472 0.9928
Br 6.5580 1.9482 0.8163
C 4.2767 1.0538 2.2122
C 2.9316 0.6839 2.3775
Br 2.3179 0.1827 4.0785
C 2.0429 0.6876 1.3226
O 0.7692 0.3692 1.4631
C 2.5432 1.0784 0.0543
N 1.6402 1.0729 -0.9835
H 1.4271 1.8644 -4.2099
H 0.2973 2.5023 -3.0148
H 0.3458 0.7789 -3.3346
H 3.5744 2.3149 -3.3981
H 5.2661 2.2270 -1.5998
H 4.9344 1.0303 3.0696
*
```

## Properties
Orbital gap in eV: 6.95
ΔE to the lowest compared entry with this formula, charge and spin in kcal/mol: 0.00
LUMO energy in eV: -3.49
Highest occupied orbital energy in eV: -10.44

---

[4]
C28H20BO4Rb | ωB97M-V with the def2-TZVPD basis set

```
! wB97M-V def2-TZVPD RIJCOSX def2/J DEFGRID3
* xyz 0 1
Rb 16.4386 -31.7401 4.5446
B 20.8015 -30.0809 3.1067
H 21.7732 -29.7263 2.7994
H 20.3653 -29.2189 3.5873
H 20.1705 -30.3121 2.2626
H 20.8757 -30.8770 3.8312
C 18.6951 -33.5959 -5.6534
C 19.1178 -33.5111 -4.3088
C 18.2340 -33.8448 -3.2858
C 17.0712 -34.4772 -3.5348
C 16.6043 -34.6985 -4.8525
C 17.4437 -34.2186 -5.8970
C 15.3104 -35.4054 -5.1296
O 14.8393 -35.3908 -6.2636
C 14.7467 -36.2761 -3.9719
C 13.6400 -37.1097 -4.1465
C 12.9976 -37.6786 -3.0074
C 13.5619 -37.5756 -1.7630
C 14.6772 -36.8516 -1.6257
C 15.2361 -36.0387 -2.6415
C 16.2922 -35.0483 -2.3190
O 16.5867 -34.6377 -1.2143
H 19.3265 -33.3947 -6.5061
H 20.0638 -33.1079 -3.9789
H 18.6045 -33.7940 -2.2726
H 17.3629 -34.6842 -6.8681
H 13.1941 -37.2966 -5.1122
H 12.1155 -38.2820 -3.1630
H 13.2475 -38.0758 -0.8589
H 15.0927 -36.7362 -0.6355
C 13.9452 -21.9070 3.3587
C 14.1812 -23.1245 3.9774
C 14.2855 -24.3377 3.2805
C 14.1636 -24.3932 1.9161
C 13.7952 -23.1443 1.2544
C 13.8077 -21.9468 1.9673
C 13.4321 -23.2370 -0.1997
O 12.9755 -22.2523 -0.8371
C 13.8066 -24.4015 -0.9747
C 13.7296 -24.3966 -2.3971
C 14.2005 -25.5040 -3.1313
C 14.5132 -26.6798 -2.4769
C 14.5573 -26.6972 -1.1000
C 14.2689 -25.5981 -0.3436
C 14.2481 -25.6899 1.1657
O 14.2897 -26.7435 1.7734
H 13.8613 -20.9802 3.9067
H 14.2679 -23.2822 5.0423
H 14.5830 -25.2543 3.7680
H 13.3915 -21.0785 1.4780
H 13.4718 -23.4509 -2.8507
H 14.2485 -25.2578 -4.1818
H 14.8428 -27.5019 -3.0949
H 14.9042 -27.6182 -0.6551
*
```

## Properties
Orbital gap in eV: 5.10
ΔE to the lowest compared entry with this formula, charge and spin in kcal/mol: 59.18
LUMO energy in eV: -1.74
Highest occupied orbital energy in eV: -6.84

---

[5]
C28H20BrClHfN4O2Se | ωB97M-V with the def2-TZVPD basis set

```
! wB97M-V def2-TZVPD RIJCOSX def2/J DEFGRID3
* xyz 2 1
Hf -0.2734 -0.0271 0.1696
N -0.2469 -0.6621 2.5034
C -1.2534 -1.6943 2.7488
C -1.6305 -2.0794 4.0021
C -2.5840 -3.1052 4.1785
C -3.1252 -3.7346 3.0957
C -2.7500 -3.3505 1.7857
C -3.2737 -3.9668 0.6276
C -2.8836 -3.5466 -0.6155
C -1.9786 -2.4889 -0.7119
N -1.4557 -1.8851 0.3542
C -1.8196 -2.3112 1.6148
H -0.4217 0.1275 3.1226
H 0.6685 -1.0248 2.7676
H -1.1924 -1.6012 4.8702
H -2.8723 -3.3935 5.1794
H -3.8465 -4.5313 3.2220
H -3.9893 -4.7727 0.7359
H -3.2691 -3.9975 -1.5178
H -1.6717 -2.1101 -1.6807
Cl 3.1099 5.8212 -2.7305
C 2.3115 4.2988 -2.7766
C 2.0814 3.6761 -3.9948
C 1.4346 2.4533 -4.0217
C 1.0203 1.8433 -2.8384
C 1.2670 2.4884 -1.6323
C 1.9038 3.7125 -1.5814
C 0.3135 0.5501 -2.9577
O 0.0368 -0.0218 -3.9596
O -0.0135 -0.0280 -1.7297
H 2.4035 4.1504 -4.9109
H 1.2380 1.9574 -4.9627
H 0.9670 2.0780 -0.6694
H 2.0808 4.2212 -0.6447
Br -4.3495 5.3902 0.9802
C -3.2654 3.8794 0.8155
C -2.9589 3.3911 -0.4496
C -2.1581 2.2685 -0.5591
C -1.6270 1.6126 0.5717
C -1.9706 2.1442 1.8289
C -2.7808 3.2577 1.9611
H -3.3442 3.8852 -1.3304
H -1.9328 1.9182 -1.5614
H -1.6117 1.6960 2.7498
H -3.0348 3.6479 2.9367
Se 2.9724 0.9884 1.6235
N 1.9675 -0.1300 0.5963
C 2.8016 -0.9763 -0.0165
C 2.4481 -2.0149 -0.9271
C 3.4417 -2.7785 -1.4452
C 4.8284 -2.5895 -1.1106
C 5.2106 -1.6207 -0.2548
C 4.1975 -0.7792 0.3166
N 4.4625 0.1991 1.1539
H 1.4225 -2.1828 -1.2265
H 3.1872 -3.5620 -2.1471
H 5.5651 -3.2388 -1.5625
H 6.2432 -1.4510 0.0150
*
```

## Properties
Orbital gap in eV: 6.59
ΔE to the lowest compared entry with this formula, charge and spin in kcal/mol: 0.00
LUMO energy in eV: -7.30
Highest occupied orbital energy in eV: -13.89

---

[6]
C28H20CaF6N4O4P2S2Se2 | ωB97M-V with the def2-TZVPD basis set

```
! wB97M-V def2-TZVPD RIJCOSX def2/J DEFGRID3
* xyz 0 1
Ca -3.1615 -2.0721 -0.2989
Se 3.3777 -1.3261 -2.4134
P 2.7504 -0.4319 -0.6347
C 3.1336 1.3390 -0.6810
C 2.1718 2.3207 -0.8292
C 2.5595 3.6450 -0.9206
C 3.9009 3.9795 -0.8574
C 4.8667 2.9911 -0.7349
C 4.4848 1.6681 -0.6616
C 3.5666 -0.9973 0.8981
C 3.9217 -2.3337 1.0115
C 4.5740 -2.7776 2.1469
C 4.8889 -1.8836 3.1577
C 4.5253 -0.5511 3.0495
C 3.8557 -0.1047 1.9244
C 1.0092 -0.7629 -0.3069
C -0.3386 -0.4105 -0.4272
N -1.0381 -1.5423 -0.1360
N -0.1790 -2.5081 0.1066
N 1.0263 -2.0744 0.0016
P -1.3040 1.0971 -0.5203
Se -3.4226 0.6862 -0.3836
C -0.9485 1.8322 -2.1517
C -0.7605 3.1812 -2.4207
C -0.4827 3.5860 -3.7142
C -0.4333 2.6609 -4.7424
C -0.6617 1.3192 -4.4795
C -0.9220 0.9006 -3.1890
C -0.8200 1.9275 1.0367
C -0.3860 3.2321 1.2103
C -0.0693 3.6826 2.4815
C -0.1952 2.8462 3.5756
C -0.6405 1.5444 3.4048
C -0.9609 1.0873 2.1432
H 1.1299 2.0322 -0.8757
H 1.8144 4.4154 -1.0458
H 4.2010 5.0137 -0.9150
H 5.9141 3.2468 -0.7009
H 5.2138 0.8711 -0.5929
H 3.6803 -3.0050 0.2015
H 4.8470 -3.8177 2.2370
H 5.4281 -2.2225 4.0292
H 4.7703 0.1469 3.8379
H 3.5715 0.9351 1.8346
H -0.8444 3.9148 -1.6356
H -0.2935 4.6281 -3.9167
H -0.2383 2.9870 -5.7521
H -0.6240 0.5955 -5.2777
H -1.1182 -0.1505 -2.9779
H -0.3040 3.9041 0.3731
H 0.2821 4.6937 2.6129
H 0.0318 3.2111 4.5647
H -0.7365 0.8846 4.2530
H -1.3419 0.0757 2.0104
F -6.8244 -2.6583 2.1331
C -6.2434 -1.8814 1.2288
F -7.0465 -0.8595 0.9606
F -5.1288 -1.3700 1.8099
S -5.7371 -2.8527 -0.2938
O -5.0513 -1.8696 -1.0886
O -6.9002 -3.4540 -0.8264
N -4.7351 -3.7747 0.4835
S -3.6364 -4.4764 -0.3889
O -2.3644 -4.1670 0.1785
O -3.7952 -4.1901 -1.7806
C -3.8950 -6.3010 -0.1363
F -3.6908 -6.6036 1.1428
F -5.1485 -6.6202 -0.4492
F -3.0739 -7.0289 -0.8846
*
```

## Properties
Orbital gap in eV: 7.60
ΔE to the lowest compared entry with this formula, charge and spin in kcal/mol: 67.97
LUMO energy in eV: -0.06
Highest occupied orbital energy in eV: -7.66

---

[7]
C28H20CsF10N5O2 | ωB97M-V with the def2-TZVPD basis set

```
! wB97M-V def2-TZVPD RIJCOSX def2/J DEFGRID3
* xyz -2 1
Cs -0.5802 0.9382 -0.9259
C 0.1182 -2.4945 4.0184
N -0.3044 -1.2943 3.3322
C -1.0055 -1.5545 2.0793
C -0.2193 -2.1788 0.9149
N -0.9765 -2.1221 -0.3191
C -1.7837 -3.1023 -0.6623
C -2.1735 -4.2939 0.0323
F -1.7489 -4.5177 1.3110
C -3.0312 -5.2443 -0.4848
F -3.3372 -6.3302 0.2614
C -3.5947 -5.1166 -1.7375
F -4.4137 -6.0718 -2.2538
C -3.2686 -3.9750 -2.4624
F -3.7925 -3.8169 -3.6973
C -2.4214 -3.0300 -1.9505
F -2.1546 -1.9486 -2.7170
C 0.7126 -0.2470 3.3093
C 2.0577 -0.5232 2.6061
N 2.1755 0.2945 1.4137
C 3.2936 0.2411 0.7212
C 4.4479 -0.5963 0.8691
F 4.4967 -1.5471 1.8476
C 5.5516 -0.5408 0.0412
F 6.5806 -1.3905 0.2576
C 5.6322 0.3485 -1.0100
F 6.7205 0.3924 -1.8228
C 4.5505 1.2001 -1.2037
F 4.6013 2.0967 -2.2105
C 3.4557 1.1483 -0.3826
F 2.4555 2.0295 -0.6152
H 0.4512 -2.2361 5.0292
H 0.9406 -3.0361 3.5282
H -0.7258 -3.1842 4.0969
H -1.4144 -0.6050 1.7225
H -1.8623 -2.1965 2.3111
H 0.1196 -3.1871 1.1819
H 0.6817 -1.5773 0.7648
H 0.9012 0.0163 4.3579
H 0.2855 0.6331 2.8250
H 2.1337 -1.5980 2.3960
H 2.8701 -0.3062 3.3171
O -2.4543 4.4779 -3.6916
C -1.6275 3.7036 -3.1801
O -1.4871 3.3879 -1.9742
C -0.6426 3.0517 -4.1796
C -0.6040 3.5205 -5.4929
C 0.2850 2.9562 -6.3880
C 1.1131 1.9299 -5.9524
C 0.9954 1.5176 -4.6366
N 0.1462 2.0578 -3.7637
H -1.2832 4.3168 -5.7606
H 0.3384 3.3086 -7.4121
H 1.8300 1.4575 -6.6112
H 1.6211 0.7154 -4.2573
C -2.5153 3.9305 3.8258
C -2.5017 2.5857 4.1656
C -2.1778 1.6558 3.1892
N -1.8831 1.9884 1.9326
C -1.8993 3.2816 1.6148
C -2.2065 4.2859 2.5245
H -2.7579 4.6859 4.5637
H -2.7255 2.2533 5.1707
H -2.1244 0.5990 3.4341
H -1.6653 3.5383 0.5864
H -2.1990 5.3184 2.2024
*
```

## Properties
Orbital gap in eV: 5.41
ΔE to the lowest compared entry with this formula, charge and spin in kcal/mol: 0.00
LUMO energy in eV: 3.86
Highest occupied orbital energy in eV: -1.55

---

[8]
C28H20N4O3PdS | ωB97M-V with the def2-TZVPD basis set

```
! wB97M-V def2-TZVPD RIJCOSX def2/J DEFGRID3
* xyz 2 1
Pd -0.7043 -0.5629 -0.8132
O -1.6982 0.7296 0.2119
C -3.0143 0.9018 0.3350
C -3.4156 1.9619 1.1616
C -4.7469 2.2072 1.3943
C -5.7284 1.4056 0.8041
C -5.3502 0.3743 -0.0145
C -3.9929 0.0980 -0.2706
C -3.6327 -0.9678 -1.1765
N -2.4003 -1.3413 -1.5682
C -2.5533 -2.3701 -2.4892
C -3.8684 -2.6112 -2.6553
N -4.5254 -1.7310 -1.8304
H -2.6440 2.5718 1.6123
H -5.0372 3.0249 2.0400
H -6.7754 1.5994 0.9865
H -6.1278 -0.2267 -0.4668
H -1.7288 -2.8214 -3.0037
H -4.3882 -3.3028 -3.2940
H -5.5249 -1.6640 -1.7356
C 1.6603 -3.7121 -2.7226
C 0.6224 -3.0472 -2.0649
N 0.6912 -1.7607 -1.7645
C 1.8538 -1.0998 -2.0058
C 2.9386 -1.6831 -2.6620
C 2.8038 -3.0283 -3.0508
C 4.1274 -0.9017 -2.8581
C 4.2253 0.3537 -2.3682
C 3.1472 0.9421 -1.6262
C 3.1942 2.2163 -1.0273
C 2.1145 2.6719 -0.3115
C 0.9779 1.8665 -0.1845
N 0.9180 0.6763 -0.7523
C 1.9726 0.2087 -1.4618
H 1.5438 -4.7590 -2.9630
H -0.2815 -3.5697 -1.7864
H 3.6151 -3.5246 -3.5681
H 4.9562 -1.3508 -3.3893
H 5.1318 0.9284 -2.5058
H 4.0839 2.8249 -1.1299
H 2.1242 3.6459 0.1560
H 0.0997 2.1798 0.3651
O 2.4405 3.3652 4.9600
C 2.9014 2.1248 4.7475
O 3.8898 1.7178 5.2736
C 2.1126 1.2437 3.8060
C 2.8426 0.3318 3.0403
C 2.1841 -0.5364 2.2001
C 0.7764 -0.5218 2.1408
S -0.0327 -1.7009 1.2115
C 0.0470 0.3918 2.9229
C 0.7171 1.2703 3.7482
H 1.6873 3.5812 4.3978
H 3.9195 0.3092 3.1409
H 2.7335 -1.2532 1.6037
H -1.0352 0.3777 2.8812
H 0.1527 1.9460 4.3793
*
```

## Properties
Orbital gap in eV: 4.72
LUMO energy in eV: -8.93
Highest occupied orbital energy in eV: -13.66